This record from the Open Molecules 2025 dataset describes a molecular structure, C4H14IN3SV in a non-equilibrium geometry. The level of theory is ωB97M-V with the def2-TZVPD basis set.

Structure (XYZ):
```
24
C4H14IN3SV | the Open Molecules 2025 dataset | ωB97M-V with the def2-TZVPD basis set
C -0.6258 -1.8414 -1.8268
C 0.6359 -0.5129 -2.3477
H -0.0819 -2.7691 -1.6055
H -0.8569 -1.8965 -2.9101
H -1.6395 -1.9601 -1.3974
H 1.3721 0.3090 -2.2742
H 1.2043 -1.3002 -2.8558
H -0.1004 -0.1232 -3.0617
V 0.1460 -0.4807 -0.0334
C -1.4177 0.6529 -0.9897
H -1.0020 1.6224 -1.3277
H -2.1933 0.8310 -0.2213
H -1.8464 0.1092 -1.8556
I 2.2337 -1.8087 0.2267
N 0.9636 1.3511 0.5595
N 0.5607 1.4635 1.9334
C -0.0506 0.4043 2.5308
N -0.0913 0.4154 3.8667
S -1.1183 -0.7496 1.8594
H 1.9891 1.4100 0.4493
H 0.6403 2.1728 0.0362
H 1.2571 1.9759 2.4760
H -0.4908 -0.3411 4.3644
H 0.5122 1.0659 4.4044
```

For the LUMO energy (alpha / beta), the calculation gives -0.07 / -0.12 eV. The multiplicity is 4. The max |F| comes out at 3.76 eV Å⁻¹. The orbital gap (alpha / beta) comes out at 6.09 / 7.13 eV. For the HOMO energy (alpha / beta), the calculation gives -0.22624 / -0.26631 Eh. As for the calculated total energy: -1964.76983 a.u. The relative energy (zero: lowest compared OMol25 entry of this formula, charge and spin) comes out at 0.503 eV.

natural (NBO) population analysis, charges in e, atoms 1 to 2: C -0.6651; C -0.6977



This record from the Open Molecules 2025 dataset describes 2 unconnected molecules or ions with the total composition C4H14N in a non-equilibrium geometry. The level of theory is ωB97M-V with the def2-TZVPD basis set.

Structure (XYZ):
```
19
C4H14N | the Open Molecules 2025 dataset | ωB97M-V with the def2-TZVPD basis set
C -0.8154 -2.9752 -0.8063
N -0.5274 -1.9902 0.3121
H -0.6560 -3.9490 -0.3567
H -1.6996 -2.6437 -1.3464
H -0.0758 -2.7694 -1.5919
H -0.7399 -1.0263 0.0118
H 0.4807 -2.0992 0.5923
H -1.2742 -2.1797 1.0294
C -0.4861 1.4787 0.9357
C 0.5500 1.2727 -0.1524
C 1.4299 2.5417 -0.3192
H -1.1712 0.6294 0.9973
H -1.1568 2.2558 0.5515
H -0.1409 1.8043 1.9150
H -0.0369 1.0419 -1.0489
H 1.2705 0.4636 0.0017
H 2.1549 2.4827 -1.1269
H 0.7968 3.4043 -0.5122
H 1.9913 2.5524 0.6139
```

For the LUMO energy (alpha / beta), the calculation gives 1.25 / 0.63 eV. The multiplicity is 2. The max |F| comes out at 2.22 eV Å⁻¹. The orbital gap (alpha / beta) comes out at 4.94 / 12.24 eV. For the HOMO energy (alpha / beta), the calculation gives -0.13567 / -0.42656 Eh. As for the calculated total energy: -215.40382 a.u. The relative energy (zero: lowest compared OMol25 entry of this formula, charge and spin) comes out at 0.771 eV.

natural (NBO) population analysis, charges in e, atoms 1 to 2: C -0.5429; N -1.0538



This record from the Open Molecules 2025 dataset describes 2 unconnected molecules or ions with the total composition C4H14N in a non-equilibrium geometry. The level of theory is ωB97M-V with the def2-TZVPD basis set.

Structure (XYZ):
```
19
C4H14N | the Open Molecules 2025 dataset | ωB97M-V with the def2-TZVPD basis set
C 1.4199 -2.0491 -0.9238
N 2.6120 -2.5747 -0.0268
H 0.5359 -2.8079 -0.9818
H 0.8573 -1.2168 -0.3385
H 1.8418 -1.8459 -1.8993
H 3.3141 -1.8617 0.2506
H 3.1051 -3.3040 -0.5496
H 2.3053 -2.9981 0.8766
C -2.6321 1.2105 0.1638
C -1.4514 2.0036 -0.2221
C -0.3751 1.9350 0.8143
H -2.9643 1.6823 1.1105
H -2.3851 0.2244 0.4417
H -3.2540 1.3444 -0.6800
H -1.5514 3.0747 -0.4214
H -1.1331 1.4375 -1.0378
H 0.3934 2.6936 0.7478
H -0.8681 2.0177 1.7819
H 0.2299 1.0344 0.8938
```

As for the total charge: +1. For the LUMO energy, the calculation gives -4.20 eV. The max |F| comes out at 3.22 eV Å⁻¹. The orbital gap comes out at 9.40 eV. For the HOMO energy, the calculation gives -0.49976 Eh. As for the calculated total energy: -215.24310 a.u. The relative energy (zero: lowest compared OMol25 entry of this formula, charge and spin) comes out at 1.791 eV.

natural (NBO) population analysis, charges in e, atoms 1 to 2: C -0.4348; N -0.6956



This record from the Open Molecules 2025 dataset describes 2 unconnected molecules or ions with the total composition C4H14N in a non-equilibrium geometry. The level of theory is ωB97M-V with the def2-TZVPD basis set.

Structure (XYZ):
```
19
C4H14N | the Open Molecules 2025 dataset | ωB97M-V with the def2-TZVPD basis set
C 2.6053 -0.5614 0.6372
C 2.1639 -0.0953 -0.7344
H 3.0130 0.2524 1.2459
H 3.4080 -1.2923 0.5728
H 1.8026 -0.9780 1.2544
H 2.9661 0.3557 -1.3068
H 1.8007 -0.9693 -1.2770
H 1.3173 0.5953 -0.6875
C -1.5953 0.5742 -1.1767
C -2.4079 0.2188 0.0578
N -1.4264 -0.0677 1.1993
H -2.2258 0.8043 -2.0225
H -0.9957 1.4613 -0.9657
H -0.9240 -0.2485 -1.4221
H -3.0182 1.0589 0.3753
H -3.0135 -0.6700 -0.0569
H -1.1900 -1.0544 1.2359
H -1.7236 0.2133 2.1321
H -0.5567 0.4030 0.9389
```

As for the total charge: +1. For the LUMO energy, the calculation gives -3.75 eV. The max |F| comes out at 1.03 eV Å⁻¹. The orbital gap comes out at 11.38 eV. For the HOMO energy, the calculation gives -0.55578 Eh. As for the calculated total energy: -215.29290 a.u. The relative energy (zero: lowest compared OMol25 entry of this formula, charge and spin) comes out at 0.436 eV.

natural (NBO) population analysis, charges in e, atoms 1 to 2: C -0.6089; C -0.6037



This record from the Open Molecules 2025 dataset describes 2 unconnected molecules or ions with the total composition C4H14N in a non-equilibrium geometry. The level of theory is ωB97M-V with the def2-TZVPD basis set.

Structure (XYZ):
```
19
C4H14N | the Open Molecules 2025 dataset | ωB97M-V with the def2-TZVPD basis set
C -3.4922 -0.2770 0.7973
C -2.5068 -0.0540 -0.3103
H -2.9978 -0.3190 1.8257
H -4.2784 0.4994 0.9845
H -4.0859 -1.1749 0.7024
H -1.8117 -0.9031 -0.5319
H -1.7967 0.7869 -0.1424
H -2.9838 0.0178 -1.2960
C 1.6251 -0.7098 0.6324
N 2.7028 -0.0923 -0.2023
C 2.2978 1.1313 -0.9682
H 1.8784 -1.2082 1.5641
H 1.1380 -1.4940 0.0343
H 0.9003 0.0657 0.8974
H 3.5478 0.1557 0.3462
H 3.1382 -0.7164 -0.8903
H 2.0661 1.9927 -0.3155
H 3.1933 1.4865 -1.5289
H 1.4655 0.8127 -1.5986
```

As for the total charge: +1. For the LUMO energy, the calculation gives -3.74 eV. The max |F| comes out at 2.70 eV Å⁻¹. The orbital gap comes out at 10.20 eV. For the HOMO energy, the calculation gives -0.51228 Eh. As for the calculated total energy: -215.26811 a.u. The relative energy (zero: lowest compared OMol25 entry of this formula, charge and spin) comes out at 1.110 eV.

natural (NBO) population analysis, charges in e, atoms 1 to 2: C -0.6254; C -0.6126



This record from the Open Molecules 2025 dataset describes 2 unconnected molecules or ions with the total composition C4H14N2O in a non-equilibrium geometry. The level of theory is ωB97M-V with the def2-TZVPD basis set.

Structure (XYZ):
```
21
C4H14N2O | the Open Molecules 2025 dataset | ωB97M-V with the def2-TZVPD basis set
C 1.0883 -0.4914 1.2134
N 2.4775 -0.9162 1.0295
C 0.4073 0.0535 0.0197
C -1.0746 0.3645 0.2571
C -1.4611 1.6482 1.0335
N -2.9419 1.7782 1.0478
H 1.0498 0.2499 2.0029
H 0.6637 -1.3640 1.7471
H 2.5987 -1.6426 0.3280
H 3.2157 -0.2733 0.7653
H 0.4281 -0.6338 -0.8534
H 0.8401 1.0455 -0.1963
H -1.7630 -0.3941 0.6335
H -1.4929 0.5363 -0.7417
H -1.3024 1.5973 2.1182
H -0.9391 2.5402 0.6952
H -3.4674 0.9463 1.2405
H -3.1989 2.2273 0.1790
H 1.8717 -1.7204 -3.1470
H 1.4914 -2.7595 -4.2981
O 1.1768 -2.0043 -3.7804
```

As for the total charge: -1. For the LUMO energy (alpha / beta), the calculation gives 3.52 / 3.41 eV. The multiplicity is 2. The max |F| comes out at 2.44 eV Å⁻¹. The orbital gap (alpha / beta) comes out at 2.45 / 9.21 eV. For the HOMO energy (alpha / beta), the calculation gives 0.03902 / -0.21312 Eh. As for the calculated total energy: -345.47326 a.u. The relative energy (zero: lowest compared OMol25 entry of this formula, charge and spin) comes out at 0.777 eV.

natural (NBO) population analysis, charges in e, atoms 1 to 2: C -0.2408; N -0.9254



This record from the Open Molecules 2025 dataset describes 2 unconnected molecules or ions with the total composition C4H14N2O in a non-equilibrium geometry. The level of theory is ωB97M-V with the def2-TZVPD basis set.

Structure (XYZ):
```
21
C4H14N2O | the Open Molecules 2025 dataset | ωB97M-V with the def2-TZVPD basis set
C 2.7761 1.0181 0.3379
N 1.4675 0.4916 0.7911
C 1.1856 -0.8630 0.3456
C -0.1537 -1.0123 -0.3655
N -0.2192 -0.2347 -1.6040
C -1.1935 0.8309 -1.6593
H 3.5508 0.6886 0.9885
H 2.7068 2.0951 0.2353
H 3.0083 0.6423 -0.6727
H 0.7725 1.1333 0.4329
H 2.0085 -1.2575 -0.2646
H 1.1531 -1.5559 1.1989
H -0.2586 -2.0753 -0.6076
H -0.9396 -0.7733 0.3514
H 0.7107 0.0932 -1.8256
H -1.1386 1.3195 -2.6298
H -2.1865 0.4037 -1.5335
H -1.0936 1.5862 -0.8774
O -4.0706 -1.0531 2.8098
H -3.4487 -0.3689 2.5282
H -4.6371 -1.1087 2.0204
```

For the LUMO energy, the calculation gives 0.65 eV. The max |F| comes out at 1.72 eV Å⁻¹. The orbital gap comes out at 9.42 eV. Its SMILES is CNCCNC.O. For the HOMO energy, the calculation gives -0.32222 Eh. As for the calculated total energy: -345.50794 a.u. The relative energy (zero: lowest compared OMol25 entry of this formula, charge and spin) comes out at 1.857 eV.

natural (NBO) population analysis, charges in e, atoms 1 to 2: C -0.4057; N -0.6269



This record from the Open Molecules 2025 dataset describes 2 unconnected molecules or ions with the total composition C4H14N2O in a non-equilibrium geometry. The level of theory is ωB97M-V with the def2-TZVPD basis set.

Structure (XYZ):
```
21
C4H14N2O | the Open Molecules 2025 dataset | ωB97M-V with the def2-TZVPD basis set
C 2.5023 -1.3001 -0.0470
C 1.5972 -0.4649 -0.9068
C 0.1707 -0.5312 -0.4469
N -0.1805 0.0882 0.8397
C -1.6066 -0.0467 1.2610
N -2.2613 1.2071 1.6351
H 2.2329 -2.4650 -0.0684
H 2.4236 -0.9637 1.0408
H 3.5260 -1.1521 -0.2208
H 1.8707 0.5773 -0.9514
H 1.7344 -0.7878 -1.8976
H -0.0295 -1.6206 -0.3036
H -0.4641 -0.1371 -1.2609
H 0.2507 1.0200 0.8303
H -2.3203 -0.3845 0.4886
H -1.7806 -0.8720 2.0020
H -2.1127 1.3928 2.6219
H -3.2672 0.9967 1.4789
O -0.5475 1.9628 -1.7984
H -1.4613 2.2932 -1.9514
H -0.2769 1.1878 -2.3450
```

For the LUMO energy, the calculation gives 0.90 eV. The max |F| comes out at 3.41 eV Å⁻¹. The orbital gap comes out at 9.27 eV. Its SMILES is CCCNCN.O. For the HOMO energy, the calculation gives -0.30779 Eh. As for the calculated total energy: -345.49133 a.u. The relative energy (zero: lowest compared OMol25 entry of this formula, charge and spin) comes out at 2.309 eV.

natural (NBO) population analysis, charges in e, atoms 1 to 2: C -0.6011; C -0.4274



This record from the Open Molecules 2025 dataset describes 2 unconnected molecules or ions with the total composition C4H14N2O in a non-equilibrium geometry. The level of theory is ωB97M-V with the def2-TZVPD basis set.

Structure (XYZ):
```
21
C4H14N2O | the Open Molecules 2025 dataset | ωB97M-V with the def2-TZVPD basis set
C 1.4454 -0.7006 -1.4971
C 1.2877 -0.9210 0.0705
C 0.5600 0.3369 0.5725
N -0.6091 0.5485 -0.3443
C 0.1149 0.1745 1.9592
N -0.3990 1.5028 2.4655
H 0.4361 -0.7113 -1.9043
H 2.0457 -1.6689 -1.8893
H 2.0245 0.1785 -1.7620
H 0.7110 -1.8547 0.3752
H 2.3165 -0.8375 0.5252
H 1.4633 0.9048 0.2920
H -1.1090 1.4389 -0.0851
H -1.1996 -0.2913 -0.0112
H 0.9638 -0.0242 2.5772
H -0.5959 -0.6663 2.2455
H -0.3923 1.4822 3.4586
H 0.3172 2.1588 2.3956
O -2.7913 -0.5578 -3.1567
H -3.7205 -0.8336 -2.8845
H -2.8694 0.3413 -3.4026
```

For the LUMO energy, the calculation gives 0.98 eV. The max |F| comes out at 4.34 eV Å⁻¹. The orbital gap comes out at 10.13 eV. Its SMILES is CC[C@@H](N)CN.O. For the HOMO energy, the calculation gives -0.33635 Eh. As for the calculated total energy: -345.47920 a.u. The relative energy (zero: lowest compared OMol25 entry of this formula, charge and spin) comes out at 2.639 eV.

natural (NBO) population analysis, charges in e, atoms 1 to 2: C -0.6120; C -0.3874



This record from the Open Molecules 2025 dataset describes 2 unconnected molecules or ions with the total composition C4H14N2O in a non-equilibrium geometry. The level of theory is ωB97M-V with the def2-TZVPD basis set.

Structure (XYZ):
```
21
C4H14N2O | the Open Molecules 2025 dataset | ωB97M-V with the def2-TZVPD basis set
N -1.2610 -1.8390 1.3579
C -1.3974 -0.3529 1.1266
C -0.1550 0.4600 1.4946
C 1.0518 0.3509 0.5848
C 1.5298 1.6721 -0.1370
N 1.6322 1.6773 -1.5864
H -0.6559 -2.1302 2.0939
H -1.1344 -2.2320 0.4514
H -2.0716 -0.0578 1.8908
H -1.6129 -0.2695 0.0395
H -0.4428 1.5030 1.5146
H 0.1352 0.1224 2.4854
H 1.0223 -0.2861 -0.3347
H 1.9092 -0.0595 1.1262
H 0.9489 2.5354 0.2451
H 2.4800 1.9607 0.3997
H 1.6374 0.6775 -1.8207
H 0.9601 2.1770 -2.1472
O -1.2421 -1.5254 -2.3785
H -1.6456 -2.0533 -1.6864
H -0.3028 -1.3859 -2.2455
```

For the LUMO energy, the calculation gives 0.74 eV. The max |F| comes out at 3.16 eV Å⁻¹. The orbital gap comes out at 9.75 eV. Its SMILES is NCCCCN.O. For the HOMO energy, the calculation gives -0.33114 Eh. As for the calculated total energy: -345.49100 a.u. The relative energy (zero: lowest compared OMol25 entry of this formula, charge and spin) comes out at 2.318 eV.

natural (NBO) population analysis, charges in e, atoms 1 to 2: N -0.8616; C -0.2121